[1]
Molecular formula: C22H42Cl3N2O4SScSi
Method: DFT, ωB97M-V with the def2-TZVPD basis set

The geometry in XYZ format:
```
76
Properties=species:S:1:pos:R:3:forces:R:3
O -0.40794 3.10820 -0.01699 0.13 0.34 1.07
H -3.83306 2.65579 -3.73036 -0.04 0.15 -0.38
H -0.68528 -1.19540 4.52520 0.11 -0.03 -0.61
N 1.33009 3.11913 1.48375 -0.88 0.46 -0.06
Cl -1.17806 -1.38164 -1.80451 0.10 -0.14 0.09
C 4.02994 1.18535 -1.77733 0.65 -0.46 -0.29
H 5.75823 -1.37763 -3.23332 0.01 -0.11 0.39
H 2.23087 0.60440 1.89835 -0.15 -0.49 0.17
C 1.98049 -1.54401 1.72738 0.17 0.56 -0.06
Sc -1.13464 1.39809 -1.17508 -0.64 -0.34 -0.82
H 6.44717 -1.81683 0.75954 -0.42 -0.38 0.10
C 4.68109 -0.85108 2.72249 -0.21 -0.62 -1.01
H 3.44944 1.69127 -0.98584 0.34 -0.71 -0.60
H 1.83161 -1.94849 -2.42884 0.37 0.12 -0.22
C 5.88411 -0.71939 3.58436 0.31 0.38 0.02
H -4.57821 2.25516 -5.32515 0.06 0.14 0.07
H 3.01978 -1.50285 -3.74844 -0.79 -0.01 -0.13
C 1.79616 3.17055 2.85678 -0.15 -0.03 0.21
C -2.83355 0.49829 -3.34290 0.60 -0.81 -0.32
C 1.67588 -0.26990 2.24843 0.28 -0.61 0.79
H 3.60930 1.46344 -2.75481 0.31 0.23 0.24
O 3.40596 -0.90670 -0.21227 -0.33 -0.67 2.95
C 0.13767 -2.45917 2.95812 -0.32 0.04 0.54
H 1.36632 -3.59664 1.58301 -0.26 0.28 0.00
C 2.49387 -1.16776 -2.83497 1.04 0.00 0.08
C 0.03809 2.98620 1.15765 0.34 -0.17 -0.89
H -3.95217 0.36123 2.42418 0.13 -0.19 0.27
N -3.19598 0.88068 -4.55103 -0.31 0.56 -0.12
H 1.86250 -0.27901 -3.02467 0.41 -0.46 -0.01
H 5.56690 -0.24163 4.50930 0.23 -0.13 0.25
H 6.30802 -3.08477 1.97390 -0.71 0.27 -0.43
H 3.07145 2.66290 0.41894 -0.18 0.11 0.09
C 3.23269 -1.81005 0.91230 0.60 0.64 -1.25
O -2.28068 0.85748 0.57966 -0.43 -0.40 -0.03
H -2.82466 -2.18012 -0.23089 -0.35 0.42 0.46
H -2.88025 2.83852 -5.25071 -0.18 -0.03 0.11
C 5.50224 -1.60841 -2.18628 0.39 -0.14 0.06
H 2.26574 4.14855 3.02194 -0.17 -0.17 0.14
Cl 0.38556 0.39863 0.06604 2.38 -0.63 0.07
C -3.01900 -0.09968 2.77004 -0.22 -0.03 0.22
H 3.08687 -2.80056 0.47629 0.26 -0.26 0.19
C 4.52946 -1.74893 1.73006 -0.01 0.87 0.78
H 6.33000 -1.33224 -1.51681 -0.07 -0.22 -0.35
H 5.09284 1.45274 -1.70494 -0.20 0.52 -0.11
H -0.51710 -3.28875 3.20144 0.14 -0.08 0.05
H 5.28830 -2.68428 -2.09676 0.27 0.22 -0.09
O -2.96371 1.20163 -2.29973 0.21 -0.13 -0.58
Cl 0.15221 1.82500 -3.20819 -0.35 0.27 0.20
H -4.08563 -0.91757 0.13546 0.15 -0.41 0.14
S -2.09528 -0.49794 1.30727 -0.65 0.48 -0.73
H 2.54871 2.39654 3.05718 -0.18 0.12 -0.14
C -0.02112 -1.25620 3.65068 0.08 -0.29 0.12
H 0.95843 3.03240 3.54659 0.17 0.09 -0.11
C 2.34314 3.47269 0.50309 -0.01 -0.03 -0.01
H -2.66779 -0.98070 -5.34489 -0.07 0.31 -0.15
H -3.75408 -2.25482 1.34743 0.15 0.33 -0.33
C 5.71756 -2.52122 1.21199 0.18 -0.37 -0.18
H -3.17922 -1.02531 3.32911 -0.08 0.25 0.10
H 6.37848 -1.66826 3.79835 -0.12 0.02 0.03
H 2.87271 4.36055 0.86538 -0.13 0.00 -0.21
C 1.14051 -2.61765 2.00943 0.49 0.40 0.39
C -3.65895 2.26494 -4.73531 0.11 -0.63 -0.11
H 6.64141 -0.05867 3.14544 -0.01 -0.02 -0.06
H -4.01042 -0.16854 -6.19725 0.18 0.08 0.12
H 5.34785 -3.20071 0.42314 0.55 0.07 0.35
H 3.92807 -0.08471 2.86983 -0.17 -0.44 0.29
H -0.64288 2.70183 1.97915 0.30 0.21 -0.14
C -3.33414 -1.60173 0.56212 0.04 -0.01 0.00
H -2.30151 -0.49905 -3.29431 -0.86 0.92 0.11
C -3.04110 -0.01423 -5.70746 0.09 0.16 0.36
H 1.86930 3.65223 -0.45940 0.11 -0.05 0.02
H -2.32917 0.39886 -6.43712 -0.19 -0.05 0.29
H -2.43433 0.61866 3.35509 -0.12 -0.22 -0.11
C 0.71693 -0.14445 3.25782 0.31 0.04 -0.29
Si 3.97340 -0.70975 -1.70617 -2.90 1.24 -0.91
H 0.52998 0.82702 3.72279 0.12 -0.31 -0.08
```
Forces are in eV/Å.

Summary:
- total charge = 0
- LUMO level (eV) = 0.288
- frontier orbital gap (eV) = 8.1
- M (g/mol) = 610.06

These are the Löwdin partial charges, in e, on atoms 1 to 4:
1 O -0.171
2 H 0.086
3 H 0.108
4 N -0.167



[2]
Molecular formula: C22H42Cl3N4O4SiSn
Method: DFT, ωB97M-V with the def2-TZVPD basis set

The geometry in XYZ format:
```
77
Properties=species:S:1:pos:R:3:forces:R:3
H -0.21671 1.35361 -6.70073 0.02 -0.02 -0.25
H -0.46645 -0.33928 -6.41308 0.06 -0.21 -0.23
H 0.89090 5.27497 -0.89769 0.05 0.11 0.06
H -4.32113 0.93498 -2.32571 0.07 -0.14 0.28
H 1.32884 -4.21988 -2.37862 0.25 0.22 0.12
C 1.20448 -0.16984 -4.03691 1.55 1.01 1.56
H 3.21541 1.70590 -1.50033 -0.31 0.26 0.24
H -3.86542 -1.47460 -2.20247 0.06 -0.15 0.14
H 1.10528 0.23895 -7.01339 0.11 -0.14 -0.02
H 0.84468 -3.62955 2.46585 0.09 -0.18 -0.52
Si 0.61831 -3.72865 -0.11911 -1.50 1.30 2.35
Cl 2.30898 -1.15744 2.70064 3.18 0.17 0.35
C 1.74984 3.83629 2.52618 0.00 -0.05 -0.16
Cl 0.11909 -1.23830 -0.10225 1.27 -3.00 -4.24
H -1.10054 4.16398 -1.85790 0.26 -0.10 0.09
H 2.27973 -4.31727 1.66589 0.01 0.19 0.08
C 2.09380 -1.30759 -4.52866 -0.71 0.07 0.54
C -0.70848 3.32093 2.13202 0.05 0.14 0.12
N 0.69083 2.89489 2.20969 0.05 1.36 0.34
H 2.54509 -3.21528 -1.51068 -0.23 -0.28 -0.07
C 0.63082 0.74776 -4.89824 -0.20 0.82 -0.33
H 1.93033 4.52816 1.69482 -0.03 -0.11 0.09
H 2.59076 -1.02547 -5.45446 0.24 0.01 0.08
H -1.04475 3.36165 1.08352 0.16 -0.08 0.33
H 2.38187 -4.96153 -1.15974 0.01 0.03 0.08
H 2.66121 3.25621 2.72166 -0.21 0.31 0.00
C 1.15234 1.60205 -2.06558 0.43 0.07 0.58
H 1.99847 1.29733 1.81315 -0.49 0.16 0.19
H -2.67017 0.98114 -2.93776 -0.07 -0.04 0.24
C -1.07288 -0.14917 5.01098 2.39 -0.08 -2.25
H -2.44123 0.31131 3.55376 0.08 -0.21 0.05
H -3.12999 -2.07713 -0.68751 0.01 0.12 0.01
H -2.10190 -1.70870 -2.10570 -0.12 0.31 0.19
O -0.05717 0.90538 1.68243 2.20 2.81 -0.53
H 1.47130 4.41401 3.41049 0.13 -0.09 0.02
C 0.23536 -1.11118 6.87390 -0.01 0.02 0.06
C 1.45875 0.23778 -2.53807 0.31 -0.25 -2.31
C 0.95758 1.66015 1.89335 -1.84 -1.98 -0.70
H 0.01961 -1.30304 7.93561 0.06 0.13 -0.34
H 0.78302 -5.25170 1.78233 0.05 0.38 -0.25
C 1.83537 -4.05108 -1.41896 0.30 0.24 -0.93
N -0.93504 -0.42999 6.31181 -0.32 -0.14 0.97
H -1.86916 1.26682 0.15116 -0.52 -0.04 0.10
H 1.14743 -0.49004 6.80687 -0.45 -0.32 -0.14
Cl -1.74183 -2.65438 2.92538 -3.04 -3.00 1.53
H -1.71694 -0.24372 6.92419 0.17 -0.25 -0.13
H 2.42361 -0.13134 -2.15282 -0.28 0.05 0.24
N -2.25300 0.34048 4.54919 0.20 0.33 0.65
C 2.19302 3.56916 -1.08124 -0.05 0.20 -0.02
C 2.26970 2.25788 -1.49850 -0.41 -0.29 -0.60
C 0.28128 0.45961 -6.31422 -0.54 0.08 -0.16
H 1.46719 -2.18186 -4.73423 0.12 -0.09 0.00
H -0.87423 -5.56436 -0.65732 -0.12 0.22 -0.12
C -2.99659 -1.40754 -1.53794 -0.33 0.01 -0.07
H -0.93318 1.80201 -2.66643 0.67 0.08 0.29
O -0.05358 -0.31048 4.23877 -2.33 1.51 3.77
H 0.40351 -2.08734 6.38948 -0.02 0.54 0.02
H 0.55708 1.79468 -4.60992 -0.02 -0.22 0.12
N -2.89993 -0.02922 -1.07528 0.20 0.07 0.43
O 0.48296 -0.70940 -2.74039 -1.32 -1.07 0.11
C 0.97120 4.23809 -1.19706 -0.42 0.13 -0.05
C -3.27103 1.02530 -2.01780 0.46 -0.08 -0.05
H 3.10394 4.05580 -0.70649 -0.54 -0.01 -0.08
O -2.39368 -0.42205 1.19013 -0.62 1.56 -2.60
C -0.16641 3.61077 -1.73790 0.77 -0.58 0.09
C -0.07931 2.27747 -2.17243 0.31 0.29 0.04
H -1.35900 2.63448 2.69725 0.34 0.26 -0.23
H -1.81440 -4.02638 -0.75690 0.24 -0.37 0.18
H -0.76789 4.31822 2.56239 -0.06 0.07 0.01
C -2.38586 0.28678 0.14824 -0.13 -0.74 1.35
C 1.19138 -4.23346 1.61413 0.39 -0.20 -0.13
H -3.14361 2.00597 -1.53960 0.06 -0.28 -0.16
H -1.42412 -4.79583 0.83683 0.25 0.53 -0.55
C -1.05310 -4.58307 -0.18753 -0.18 0.09 -0.30
H 2.79595 -1.55923 -3.71778 -0.01 -0.12 -0.50
Sn -0.04464 -1.11410 2.25061 -0.25 -1.06 1.38
H -3.01699 0.43945 5.20259 0.01 -0.24 -0.43
```
Forces are in eV/Å.

Summary:
- total charge = -1
- LUMO level (eV) = 2.326
- frontier orbital gap (eV) = 3.6
- M (g/mol) = 679.76

These are the Löwdin partial charges, in e, on atoms 1 to 4:
1 H 0.045
2 H 0.046
3 H 0.083
4 H 0.084



[3]
Molecular formula: C22H42FN3O21S3
Method: DFT, ωB97M-V with the def2-TZVPD basis set

The geometry in XYZ format:
```
92
Properties=species:S:1:pos:R:3:forces:R:3
H -2.84284 -0.42631 -0.46076 0.16 0.10 0.03
O 3.15066 -4.51110 1.17603 -0.65 1.11 0.67
S 4.10216 -3.67114 0.53572 0.36 -2.63 -1.81
O -5.75950 -2.13782 3.26648 0.13 -0.07 -0.09
N -1.39229 -3.46274 -0.62565 -0.30 -1.00 -0.62
H 2.20938 6.70738 -7.02582 -0.02 0.18 -0.02
H -1.39039 11.15533 -4.59543 0.14 -0.01 -0.12
H -1.03815 9.86584 -3.43730 -0.05 -0.11 0.01
O 1.68230 -8.21322 -4.03127 -0.03 0.04 -0.04
C 1.45274 -1.67787 0.68065 -0.50 0.18 0.07
H -2.21673 9.59688 -4.75089 0.04 -0.10 0.06
H 2.29730 7.96025 2.02011 0.02 -0.09 -0.09
H 3.10000 -4.00224 8.36883 -0.07 0.06 -0.08
H 0.48266 8.37639 -2.42434 0.09 -0.15 0.05
O 1.02337 8.13174 -6.19524 0.08 0.01 0.00
C 2.27858 8.61725 -0.52182 0.01 0.11 0.00
H 2.12370 8.19730 -3.11028 -0.06 -0.11 0.09
O 1.97041 9.48577 -1.48382 0.02 0.07 -0.04
H 1.31774 -10.14697 -4.70075 0.11 -0.03 0.05
O 2.78287 9.29982 0.50598 0.01 0.05 0.02
C 2.83488 -4.98410 5.94718 0.03 -0.12 -0.01
C -1.28219 10.08133 -4.47391 -0.22 0.13 -0.03
N 3.45538 -2.64290 -0.58206 -0.27 1.77 1.03
H 1.35940 -1.06738 1.57489 0.14 0.01 0.07
H -7.92567 -3.66000 3.08115 0.12 0.01 -0.01
O 2.12821 7.42557 -0.57157 0.00 -0.08 0.00
H 4.02575 -4.46546 3.66800 -0.08 0.08 0.07
C 2.81424 -1.44196 0.00829 -0.59 -0.14 -0.04
C -7.76892 -3.61069 4.15714 -0.12 -0.24 -0.01
C 2.40524 -4.82732 8.22122 -0.05 0.04 0.25
S 2.46952 -3.53780 -1.72287 0.03 -1.39 -0.57
O 3.21990 -5.83875 5.00626 0.05 -0.02 -0.01
H -5.46241 0.47981 2.94115 0.05 -0.11 -0.01
F 4.79688 -2.72797 1.54104 -0.58 0.61 0.15
C -3.08056 2.56830 -1.60243 0.11 0.02 0.00
S 0.07700 -1.15593 -0.43464 -0.04 -0.23 -0.10
H 3.97280 -7.79489 -0.97647 -0.02 -0.11 -0.03
O 2.98898 -9.52902 -2.74088 0.03 -0.07 0.00
H -4.15629 0.69816 -0.10090 -0.06 0.05 -0.09
O -1.88078 -2.15668 1.05667 -0.49 -0.03 0.77
C 2.36069 -8.52041 -2.92387 -0.05 0.11 0.02
C 1.41151 6.75880 -6.29071 0.16 -0.22 -0.09
H -4.44701 -0.07729 4.30369 -0.01 -0.07 -0.09
H -1.72840 5.36258 -2.44893 0.12 -0.16 0.05
O 5.13443 -4.38064 -0.11302 0.85 0.14 -0.39
O -0.22526 9.67115 -5.34732 -0.01 0.02 0.04
O -2.50989 1.46577 -1.11460 0.06 -0.07 0.03
H 1.21310 9.69305 -3.35438 0.14 0.18 0.12
H 0.57718 6.14656 -6.62771 -0.04 0.00 0.12
H -3.06112 4.57136 -3.30212 -0.11 -0.04 0.06
O -0.50868 7.53793 -4.64817 -0.08 -0.05 0.09
C 3.29532 -5.27121 3.69123 0.03 -0.16 0.08
H 1.78528 6.39713 -5.33416 -0.12 -0.02 0.03
H -5.47610 1.35298 4.48176 -0.15 -0.06 0.08
H 2.67221 -0.72767 -0.80254 0.27 0.03 -0.07
C 2.89959 -7.70573 -0.81805 0.08 0.10 0.27
C -3.42300 0.40148 -0.84922 -0.16 -0.17 -0.01
H 3.61695 -6.05933 3.02089 0.00 -0.15 0.17
H 2.70341 -6.82331 -0.21495 -0.09 0.07 -0.14
O -4.25358 2.71701 -1.82013 -0.08 -0.01 0.00
C 0.04416 8.36330 -5.32560 -0.11 0.15 -0.28
N -2.40934 -4.04092 0.12617 -0.02 -1.71 -1.38
C -2.59383 4.71643 -2.32995 0.04 0.32 -0.10
H 1.27580 -2.71207 0.96823 0.19 -0.09 -0.11
H 2.42321 -5.46717 9.09914 0.05 -0.13 -0.11
O 2.80585 -5.63250 7.11316 0.00 -0.03 0.03
H -3.37784 -3.42654 1.86878 -0.09 0.26 0.17
H 2.32188 -4.91346 3.37507 -0.02 0.09 0.09
H 3.55148 9.15841 2.37927 -0.03 0.13 -0.12
C 3.16039 8.48844 1.61874 0.10 -0.04 0.24
O 2.21945 -7.51725 -2.06160 -0.03 0.07 0.00
H 1.62761 -2.62204 -2.24471 0.44 0.49 0.66
C -5.39809 0.37182 4.02259 0.15 0.21 -0.03
O -2.12485 3.47257 -1.80436 0.06 0.01 0.01
H -6.91260 -4.21824 4.44430 0.05 0.04 -0.10
H 1.39421 -4.44989 8.07743 0.05 0.09 -0.06
H -3.29194 5.18648 -1.63933 -0.10 -0.09 -0.05
H 2.77484 -9.36202 -5.37566 0.01 -0.08 0.10
O -7.59191 -2.25706 4.57996 -0.04 -0.01 0.02
H 1.16087 -8.84242 -5.88874 -0.03 0.14 0.10
H -8.65459 -3.98526 4.66203 -0.01 0.16 0.08
C -2.65934 -3.27318 1.08572 0.06 1.08 0.82
H 3.49986 -1.00514 0.72956 0.10 -0.01 -0.11
C -6.53709 -1.64874 4.04488 -0.10 0.07 0.09
C 1.41321 8.88753 -2.65654 0.01 -0.01 -0.05
H -3.92189 0.08370 -1.76338 -0.09 0.11 0.02
C -1.12749 -2.37638 -0.04059 1.08 1.59 0.44
O 2.55849 -3.82395 5.78150 -0.02 0.07 0.01
H 2.51623 -8.58350 -0.30028 0.07 -0.07 -0.08
C 1.74697 -9.20975 -5.05079 -0.05 -0.10 -0.23
O -6.48959 -0.40580 4.51770 0.00 0.04 0.02
H 3.93793 7.78206 1.33344 -0.09 -0.07 -0.04
```
Forces are in eV/Å.

Summary:
- total charge = 0
- LUMO level (eV) = 0.274
- frontier orbital gap (eV) = 9.6
- M (g/mol) = 799.78

These are the Löwdin partial charges, in e, on atoms 1 to 4:
1 H 0.053
2 O -0.279
3 S 0.493
4 O 0.110